ORCA calculation (ωB97M-V/def2-TZVPD) on an isolated molecule of C21H21F2NO6 in a non-equilibrium geometry.

Each line ends with the natural charge from an NBO analysis.
Geometry (Å):
C -7.112 -2.629 -1.952  -0.622
C -6.225 -2.785 -0.732  -0.069
O -5.345 -1.666 -0.672  -0.515
C -4.498 -1.636 0.369  0.797
O -4.471 -2.505 1.214  -0.621
C -3.628 -0.464 0.361  -0.287
C -2.655 -0.215 1.338  0.282
C -2.306 -0.995 2.546  -0.657
N -2.035 0.926 1.025  -0.491
C -2.551 1.452 -0.144  -0.074
C -2.105 2.683 -0.732  0.524
O -2.576 3.177 -1.740  -0.549
C -0.958 3.434 -0.013  -0.174
O 0.313 2.854 -0.290  -0.480
C 0.932 2.149 0.656  0.779
O 0.449 1.912 1.748  -0.653
C 2.252 1.705 0.208  -0.327
C 3.043 0.995 1.026  -0.072
C 4.367 0.484 0.742  -0.136
C 5.044 -0.232 1.736  -0.139
C 6.302 -0.743 1.513  -0.250
C 6.920 -0.548 0.281  0.290
O 8.186 -1.089 0.151  -0.486
C 8.731 -1.206 -1.078  0.795
F 9.781 -2.029 -0.981  -0.321
F 9.220 -0.024 -1.536  -0.347
C 6.274 0.171 -0.716  -0.244
C 5.010 0.676 -0.483  -0.152
C -3.564 0.591 -0.579  0.092
C -4.402 0.759 -1.789  -0.654
H -6.507 -2.590 -2.854  0.212
H -7.688 -1.710 -1.882  0.212
H -7.795 -3.472 -2.019  0.216
H -5.629 -3.704 -0.786  0.187
H -6.816 -2.823 0.191  0.188
H -2.327 -2.058 2.320  0.256
H -1.325 -0.705 2.916  0.217
H -3.045 -0.822 3.327  0.237
H -1.247 1.307 1.545  0.447
H -0.923 4.444 -0.432  0.220
H -1.124 3.479 1.068  0.207
H 2.519 1.991 -0.796  0.220
H 2.657 0.778 2.015  0.224
H 4.569 -0.386 2.694  0.219
H 6.830 -1.295 2.274  0.235
H 8.044 -1.599 -1.853  0.117
H 6.752 0.361 -1.665  0.224
H 4.522 1.233 -1.266  0.215
H -4.277 -0.097 -2.451  0.227
H -4.128 1.669 -2.312  0.252
H -5.454 0.799 -1.510  0.227

Properties
ΔE to the lowest compared entry with this formula, charge and spin = 0.0 kcal per mole
Molar mass = 421.40 g/mol
HOMO-LUMO gap = 0.2873 hartree
LUMO level = -0.6 eV
SMILES = CCOC(=O)c1c(C)[nH]c(C(=O)COC(=O)/C=C/c2ccc(OC(F)F)cc2)c1C

***

ORCA calculation (ωB97M-V/def2-TZVPD) on a cluster of 6 separate species, C36H38ClF5N7O2 in total in a non-equilibrium geometry.

Each line ends with the Mulliken charge.
Geometry (Å):
C 3.720 2.504 2.812  0.111
C 2.927 2.919 1.992  -1.524
C 1.793 3.293 0.971  1.284
O 1.912 4.693 0.703  -0.384
C 1.039 5.169 -0.340  0.372
C 1.930 6.052 -1.337  -1.086
N 2.598 5.307 -2.422  -0.455
C 0.129 4.082 -1.054  -0.922
C -1.359 4.050 -0.466  0.694
F -1.401 3.955 0.914  -0.261
F -1.889 5.323 -0.782  -0.300
C -2.303 3.010 -1.220  0.442
F -1.918 2.807 -2.527  -0.270
F -2.312 1.843 -0.461  -0.154
F -3.609 3.472 -1.213  -0.212
N 0.732 2.710 -1.184  0.319
C 2.039 2.545 -0.439  0.019
C 2.426 1.031 -0.172  -0.172
C 1.980 0.013 -1.322  0.211
O 1.395 -0.976 -0.965  -0.437
Cl 2.251 0.262 -3.124  -0.198
H 4.351 2.141 3.665  0.445
H 0.827 2.976 1.466  -0.059
H 0.322 5.910 0.152  0.429
H 2.763 6.491 -0.696  0.418
H 1.355 6.950 -1.730  0.325
H 3.437 4.812 -2.120  0.247
H 1.967 4.724 -2.974  0.265
H -0.016 4.457 -2.120  0.560
H 0.962 2.535 -2.183  0.551
H 0.128 1.930 -0.875  0.502
H 2.907 3.059 -0.933  -0.472
H 2.035 0.652 0.828  0.359
H 3.580 1.007 -0.076  0.408
N -5.015 7.254 -2.593  -0.495
C -6.124 7.930 -2.918  -0.228
C -7.407 7.438 -2.738  -0.375
C -7.554 6.171 -2.195  -0.383
C -6.421 5.450 -1.853  -0.371
C -5.183 6.033 -2.069  0.035
H -5.958 8.914 -3.342  0.378
H -8.269 8.030 -3.017  0.364
H -8.541 5.750 -2.040  0.377
H -6.497 4.457 -1.426  0.347
H -4.269 5.512 -1.815  0.343
N -0.479 0.042 2.817  -0.310
C -1.605 0.698 2.508  -0.022
C -2.876 0.186 2.708  -0.636
C -2.993 -1.083 3.257  -0.368
C -1.842 -1.785 3.584  -0.240
C -0.618 -1.181 3.347  -0.530
H -1.461 1.684 2.079  0.449
H -3.752 0.764 2.441  0.403
H -3.969 -1.520 3.428  0.401
H -1.895 -2.774 4.011  0.407
H 0.310 -1.689 3.589  0.459
N -1.277 -4.481 2.520  -0.149
C -1.542 -5.793 2.587  -0.406
C -1.088 -6.722 1.664  -0.147
C -0.318 -6.268 0.605  -0.242
C -0.030 -4.915 0.510  -0.715
C -0.529 -4.069 1.488  -0.120
H -2.151 -6.099 3.432  0.372
H -1.332 -7.772 1.770  0.326
H 0.056 -6.962 -0.140  0.393
H 0.568 -4.525 -0.304  0.416
H -0.328 -3.003 1.458  0.300
N 5.619 1.127 -1.270  -0.121
C 6.120 -0.108 -1.418  -0.056
C 7.403 -0.373 -1.865  -0.799
C 8.221 0.699 -2.184  -0.112
C 7.730 1.987 -2.042  -0.783
C 6.433 2.146 -1.583  -0.056
H 5.442 -0.916 -1.159  0.399
H 7.753 -1.393 -1.962  0.365
H 9.232 0.532 -2.538  0.387
H 8.340 2.848 -2.281  0.373
H 6.007 3.136 -1.452  0.358
N -1.824 -10.061 1.733  -0.448
C -1.358 -10.836 2.721  -0.105
C -0.887 -12.126 2.532  -0.526
C -0.903 -12.648 1.249  -0.097
C -1.382 -11.867 0.209  -0.520
C -1.827 -10.588 0.502  -0.132
H -1.369 -10.385 3.707  0.353
H -0.519 -12.706 3.369  0.348
H -0.544 -13.654 1.061  0.363
H -1.409 -12.242 -0.806  0.350
H -2.208 -9.938 -0.279  0.366

Properties
Molar mass = 731.19 g/mol
HOMO-LUMO gap = 0.3037 hartree
LUMO level = -2.8 eV
Charge = +1

***

ORCA calculation (ωB97M-V/def2-TZVPD) on a structure of composition C26H48O12S in a non-equilibrium geometry.

Each line ends with the Mulliken charge.
Geometry (Å):
C -1.440 -7.125 -2.382  -1.062
C -0.847 -7.079 -1.018  0.704
O -1.401 -7.519 -0.042  -0.486
O 0.449 -6.545 -0.850  -0.256
C 0.619 -5.295 -1.306  0.601
O -0.275 -4.571 -1.662  -0.566
C 2.053 -4.859 -1.288  -0.854
C 2.249 -3.597 -0.496  0.441
C 3.705 -3.434 -0.201  -0.898
O 3.808 -2.379 0.756  -0.373
S 2.436 -2.448 1.644  1.172
O 2.797 -2.804 2.960  -0.609
O 1.777 -1.214 1.444  -0.524
O 1.718 -3.638 0.873  -0.149
H -1.868 -8.106 -2.492  0.387
H -0.734 -6.983 -3.183  0.337
H -2.249 -6.421 -2.434  0.276
H 2.378 -4.640 -2.291  0.393
H 2.695 -5.624 -0.885  0.406
H 1.787 -2.716 -0.915  0.165
H 4.368 -3.367 -1.042  0.422
H 4.003 -4.322 0.351  0.407
C 1.176 1.872 -0.474  -0.714
C 1.833 3.053 -1.181  0.067
C 3.143 2.442 -1.660  -0.583
O 2.875 1.059 -1.908  -0.441
C 1.597 0.712 -1.362  0.693
H 0.095 1.963 -0.380  0.395
H 1.596 1.748 0.526  0.284
H 1.223 3.360 -2.033  -0.240
H 1.982 3.921 -0.540  0.427
H 3.920 2.512 -0.891  0.282
H 3.519 2.905 -2.574  0.323
H 0.896 0.572 -2.195  0.192
H 1.681 -0.225 -0.814  -0.663
C 1.587 -0.654 5.258  -0.404
C 1.399 -1.591 6.448  -0.565
C -0.011 -1.237 6.905  -0.468
O -0.728 -0.840 5.735  -0.452
C 0.193 -0.652 4.649  0.443
H 2.352 -0.981 4.556  0.183
H 1.849 0.348 5.609  0.295
H 1.436 -2.630 6.113  0.233
H 2.142 -1.460 7.234  0.377
H -0.002 -0.397 7.609  0.285
H -0.528 -2.076 7.374  0.285
H 0.069 -1.480 3.948  -0.425
H -0.041 0.281 4.134  0.292
C -3.181 2.453 -3.003  -0.640
C -3.800 3.825 -2.757  -0.635
C -2.689 4.537 -1.999  -0.255
O -1.452 3.985 -2.476  -0.284
C -1.724 2.813 -3.252  -0.049
H -3.629 1.908 -3.832  0.377
H -3.268 1.837 -2.104  0.272
H -3.987 4.326 -3.709  0.280
H -4.735 3.791 -2.200  0.375
H -2.754 4.347 -0.923  0.248
H -2.687 5.614 -2.161  0.141
H -1.548 3.048 -4.308  0.250
H -1.036 2.019 -2.955  -0.113
C -2.112 -5.198 2.076  -0.340
C -3.024 -4.128 2.669  -0.742
C -2.079 -3.412 3.627  -0.458
O -0.766 -3.516 3.054  -0.308
C -0.790 -4.462 1.984  -0.094
H -2.443 -5.579 1.115  0.203
H -2.029 -6.040 2.766  0.239
H -3.349 -3.439 1.885  0.292
H -3.910 -4.526 3.161  0.405
H -2.061 -3.894 4.610  0.269
H -2.331 -2.361 3.764  0.255
H -0.711 -3.913 1.039  0.017
H 0.071 -5.125 2.073  0.238
C 0.652 7.469 -3.968  -0.679
C 0.147 8.896 -3.788  -0.555
C -1.204 8.664 -3.128  -0.474
O -1.084 7.466 -2.354  -0.389
C 0.136 6.793 -2.706  0.303
H 1.734 7.396 -4.073  0.375
H 0.192 7.017 -4.850  0.298
H 0.807 9.443 -3.111  0.243
H 0.072 9.459 -4.717  0.358
H -1.992 8.515 -3.875  0.277
H -1.500 9.485 -2.473  0.278
H 0.841 6.912 -1.875  0.170
H -0.061 5.732 -2.847  -0.182

Properties
Molar mass = 584.73 g/mol
HOMO-LUMO gap = 0.3307 hartree
LUMO level = 0.2 eV

***

Energy values (in eV) by entry order: -41328.7812; -78572.8435; -63142.8981.